Run a
DFT (ωB97M-V/def2-TZVPD) results for a molecular structure, C4H7F2N.

Each line ends with the Löwdin charge.
CARTESIAN COORDINATES (ANGSTROEM)
C  1.1793  -0.2201  0.3267  -0.306
C  0.4421  1.1089  -0.1146  -0.334
C  -0.2562  0.1246  0.8284  -0.196
C  -1.4988  -0.2273  0.2246  -0.221
H  0.2640  -1.9597  -0.7242  0.235
H  1.6041  -0.4670  -1.5953  0.175
H  1.8291  -0.0787  1.1336  0.094
H  0.8654  2.0791  0.2760  0.158
H  -0.2492  0.6424  1.8324  0.162
H  -2.3350  -0.9485  0.6201  0.147
H  -2.1743  0.6938  0.2406  0.136
N  1.5209  -1.3104  -0.6356  -0.034
F  0.1105  1.2875  -1.3395  0.069
F  -1.3017  -0.7245  -1.0731  -0.084



Run b
DFT (ωB97M-V/def2-TZVPD) results for a molecular structure, C4H7F2N.

Each line ends with the Löwdin charge.
CARTESIAN COORDINATES (ANGSTROEM)
C  0.8330  -0.1579  -1.2825  -0.058
C  0.0593  -0.2211  0.0149  -0.397
C  1.9643  0.0170  -0.3272  -0.317
C  -0.6079  1.0603  0.5543  -0.031
N  -0.1827  -1.4529  0.5593  0.090
F  2.4462  -1.0012  0.3934  0.072
F  2.2704  1.2241  0.2187  0.062
H  0.9095  -0.9605  -1.9625  0.097
H  0.8159  0.7810  -1.8474  0.127
H  -0.6044  0.9082  1.6042  0.054
H  -1.7762  1.0643  0.1622  0.139
H  -0.1974  1.9641  0.4027  0.014
H  0.3772  -1.7829  1.2467  0.043
H  -0.3901  -2.1355  -0.1706  0.104



Least stable: run a



Run a
DFT (ωB97M-V/def2-TZVPD) results for a gas-phase ion, C6H9N (charge +1).

Each line ends with the Löwdin charge.
CARTESIAN COORDINATES (ANGSTROEM)
C  -1.4386  0.2664  -0.9942  0.039
C  -1.6533  -1.1485  -0.9081  0.065
N  -0.4491  -1.6873  -0.3752  0.120
C  0.3337  -0.6340  0.1880  -0.191
C  -0.2939  0.5258  -0.2120  -0.237
C  0.1696  1.8931  0.2854  -0.026
C  1.5983  -0.6982  0.8795  0.034
H  -1.8106  0.9582  -1.7910  0.152
H  -2.6471  -1.5899  -1.1132  0.157
H  -0.4438  -2.6425  -0.0128  0.171
H  0.0932  1.8461  1.4798  0.145
H  -0.4389  2.7805  -0.2908  0.150
H  1.1954  2.0482  -0.0159  0.069
H  1.5755  0.2051  1.5360  0.116
H  1.8686  -1.7180  1.1858  0.119
H  2.3409  -0.4050  0.1585  0.119

Properties
* multiplicity: 2
* net charge: +1



Run b
DFT (ωB97M-V/def2-TZVPD) results for a gas-phase ion, C6H9N (charge +1).

Each line ends with the Löwdin charge.
CARTESIAN COORDINATES (ANGSTROEM)
C  -0.7244  -1.3429  1.2438  0.000
C  -0.5960  -0.2299  0.2623  -0.175
C  -1.6249  0.6413  -0.1942  0.096
N  -1.0608  1.6332  -0.9480  0.096
C  0.2544  1.3594  -1.0733  0.077
C  0.5835  0.2036  -0.3247  -0.178
C  1.9187  -0.3780  -0.0383  0.000
H  -1.7189  -1.4298  1.6560  0.091
H  -0.0036  -1.2321  2.0509  0.101
H  -0.4284  -2.2537  0.7086  0.108
H  -2.7033  0.5585  -0.1947  0.159
H  -1.5902  2.2680  -1.5282  0.181
H  0.9475  1.9092  -1.6843  0.157
H  1.8294  -1.4581  -0.1056  0.098
H  2.6446  -0.1086  -0.7794  0.088
H  2.2725  -0.1399  0.9491  0.102

Properties
* multiplicity: 2
* net charge: +1



Least stable: run a



Run a
DFT (ωB97M-V/def2-TZVPD) results for 8 unconnected molecules or ions with the total composition C4H22O8.

Each line ends with the Löwdin charge.
CARTESIAN COORDINATES (ANGSTROEM)
C  0.3290  0.8173  -2.9978  -0.063
C  0.9881  0.6943  -1.6047  -0.369
C  0.0010  0.5679  -0.4525  -0.052
C  2.1909  1.5581  -1.4335  -0.248
O  3.0858  1.3292  -0.6566  0.055
H  0.3555  -0.0436  -3.6577  0.079
H  0.6141  1.7336  -3.5178  0.062
H  -0.7453  0.8844  -2.8103  0.073
H  1.4898  -0.2795  -1.6515  0.143
H  0.5316  0.4611  0.4909  0.057
H  -0.5883  -0.3271  -0.6128  0.032
H  -0.6608  1.4329  -0.4337  0.068
H  2.2939  2.5309  -1.9588  0.121
O  1.7873  1.1745  2.4822  -0.057
H  1.2367  1.3255  3.2619  0.038
H  2.4602  1.8451  2.6483  0.041
O  0.7569  -4.9399  1.6675  -0.075
H  0.1139  -4.2322  1.6143  -0.019
H  1.6421  -4.6340  1.8570  0.017
O  -0.6702  3.5124  -1.8366  -0.040
H  -0.3801  4.3164  -1.4069  0.045
H  -0.0593  3.1852  -2.4972  -0.002
O  -0.0974  -2.4156  1.4723  -0.064
H  0.1285  -1.5686  1.8756  0.038
H  -0.5938  -2.0571  0.7179  0.028
O  0.8161  -2.8009  4.0229  -0.049
H  0.7178  -1.9919  4.5371  0.036
H  1.7754  -2.9001  4.0813  0.046
O  -2.1280  -1.5201  -1.1330  -0.051
H  -2.5573  -2.1580  -1.7124  0.054
H  -2.8696  -0.9359  -0.9190  0.046
O  -3.8740  1.4126  0.2687  -0.052
H  -4.6797  1.8828  0.4670  0.028
H  -3.4109  2.1400  -0.1722  0.037



Run b
DFT (ωB97M-V/def2-TZVPD) results for 8 unconnected molecules or ions with the total composition C4H22O8.

Each line ends with the Löwdin charge.
CARTESIAN COORDINATES (ANGSTROEM)
C  3.0613  0.1431  1.2122  -0.108
C  1.6981  -0.4190  0.7912  -0.227
C  0.6007  0.6897  0.7243  -0.140
C  -0.6320  0.0047  1.2806  -0.208
O  -1.7655  0.0719  0.8717  0.055
H  3.8825  -0.5582  1.1459  0.073
H  3.0389  0.7047  2.1506  0.057
H  3.2966  0.9835  0.5207  0.080
H  1.5040  -1.2338  1.4964  0.109
H  1.8686  -0.8310  -0.2105  0.095
H  0.3174  0.9654  -0.2899  0.105
H  1.0077  1.5975  1.1449  0.086
H  -0.4510  -0.6752  2.1285  0.133
O  -0.7481  -4.1951  -0.4431  -0.070
H  -0.5747  -4.6693  0.3734  0.036
H  0.0929  -4.0735  -0.9227  0.010
O  1.1487  1.9508  3.6234  -0.042
H  1.7530  2.4379  3.0568  0.032
H  0.4471  1.6099  3.0645  0.007
O  -2.4443  3.1842  -1.6997  -0.051
H  -1.4737  3.0800  -1.6843  -0.012
H  -2.9149  2.9830  -0.9491  -0.025
O  0.0209  3.2764  -0.9344  -0.038
H  0.8336  2.7833  -0.8563  0.039
H  0.1096  4.2205  -1.0849  0.076
O  1.0022  -2.6127  -1.8036  -0.080
H  0.1800  -2.1245  -1.9633  0.004
H  0.9526  -3.2810  -2.4954  0.050
O  -3.3297  0.0373  -1.2048  -0.069
H  -2.6557  0.1764  -0.5039  -0.015
H  -4.1008  -0.3639  -0.8053  0.047
O  -1.6563  -2.0676  -2.2018  -0.054
H  -1.9759  -1.1795  -1.9703  0.019
H  -2.0936  -2.6158  -1.5617  0.025



Least stable: run a